(1)
Here is a molecular structure, C29H37ClN7O4RuSSi from OMol25. Energies are from ωB97M-V with the def2-TZVPD basis set.

Each line ends with the natural charge from an NBO analysis.
Atoms and positions in Å:
Ru: -0.498 -0.469 0.371  1.3048
C: -4.275 -1.346 0.308  -0.6539
C: -3.283 -2.347 -0.196  0.2838
C: -3.638 -3.658 -0.486  -0.3173
C: -2.681 -4.509 -1.027  -0.1249
C: -1.408 -4.052 -1.277  -0.3268
C: -1.082 -2.728 -0.925  0.4162
N: -2.044 -1.928 -0.410  -0.5548
N: 0.101 -2.110 -1.059  -1.1278
Si: 1.481 -2.758 -1.890  1.7895
C: 2.228 -4.363 -1.142  -1.1199
C: 0.954 -3.066 -3.715  -1.1133
C: 2.925 -1.504 -1.993  -1.1291
H: -4.769 -0.862 -0.536  0.2226
H: -3.759 -0.583 0.888  0.2506
H: -5.029 -1.825 0.927  0.2237
H: -4.642 -3.998 -0.291  0.2166
H: -2.942 -5.531 -1.262  0.2147
H: -0.655 -4.694 -1.697  0.2170
H: 1.484 -5.082 -0.810  0.2324
H: 2.858 -4.138 -0.285  0.2370
H: 2.856 -4.859 -1.877  0.2365
H: 0.446 -4.015 -3.841  0.2316
H: 1.825 -3.072 -4.362  0.2328
H: 0.282 -2.291 -4.077  0.2234
H: 3.021 -0.875 -1.115  0.2577
H: 2.864 -0.857 -2.863  0.2244
H: 3.857 -2.056 -2.094  0.2422
O: -1.273 5.924 2.923  -0.7188
C: -0.691 4.903 3.700  -0.0838
C: -0.595 3.627 2.911  0.0241
C: 0.109 2.528 3.448  -0.3057
C: 0.194 1.374 2.702  0.0834
N: -0.344 1.247 1.497  -0.4978
C: -1.041 2.296 0.944  0.2310
C: -1.168 3.502 1.674  -0.2645
C: -1.563 2.084 -0.356  0.0616
C: -2.288 3.040 -1.107  -0.1726
C: -2.769 2.744 -2.351  -0.0344
C: -3.487 3.779 -3.173  -0.0875
O: -2.578 4.633 -3.850  -0.7113
C: -2.514 1.451 -2.887  -0.3711
C: -1.789 0.561 -2.132  0.0950
N: -1.304 0.845 -0.929  -0.5309
H: -1.328 6.727 3.452  0.4777
H: -1.286 4.719 4.610  0.1803
H: 0.324 5.188 4.018  0.1766
H: 0.577 2.588 4.416  0.2216
H: 0.727 0.509 3.081  0.2191
H: -1.713 4.332 1.257  0.2331
H: -2.468 4.012 -0.675  0.2127
H: -4.069 4.440 -2.531  0.1918
H: -4.163 3.291 -3.887  0.1695
H: -2.143 4.133 -4.549  0.4610
H: -2.916 1.155 -3.843  0.2188
H: -1.566 -0.430 -2.514  0.2208
N: 0.957 1.184 -2.933  -0.7916
C: 1.168 2.088 -1.962  0.3113
N: 0.869 3.376 -2.202  -0.7865
S: 1.873 1.639 -0.525  -0.2731
H: 0.374 1.415 -3.719  0.3906
H: 1.073 0.210 -2.694  0.4279
H: 0.330 3.663 -3.001  0.3950
H: 0.986 4.034 -1.450  0.4229
O: -2.138 -0.629 2.336  -0.4669
N: -1.457 -1.590 2.725  0.3651
O: -0.440 -1.839 2.047  -0.4909
Cl: 6.406 -1.022 5.400  0.0077
C: 5.111 -1.181 4.272  -0.0418
C: 4.671 -0.061 3.565  -0.2551
C: 3.672 -0.192 2.636  -0.1217
C: 3.082 -1.461 2.371  -0.1510
C: 2.143 -1.628 1.380  -0.2913
C: 3.524 -2.568 3.150  -0.1572
C: 4.522 -2.432 4.076  -0.2378
H: 5.131 0.897 3.750  0.2265
H: 3.319 0.660 2.075  0.2106
H: 1.817 -0.785 0.772  0.1705
H: 1.742 -2.604 1.168  0.2055
H: 3.041 -3.521 2.992  0.2144
H: 4.867 -3.279 4.651  0.2276

* Kohn-Sham gap (alpha / beta): 5.72 / 6.35 eV
* total charge: 0
* 2S+1: 6
* HOMO (alpha / beta): -5.552 / -7.710 eV
* ⟨S²⟩: 8.827

(2)
Here is a molecular structure, C29H37IrN5S2SbSe4 from OMol25. Energies are from ωB97M-V with the def2-TZVPD basis set.

Each line ends with the Löwdin spin population.
Atoms and positions in Å:
Ir: 10.383 13.492 10.954  1.3613
C: 11.516 8.656 9.105  0.0068
S: 11.688 8.902 10.912  0.0257
C: 11.306 10.591 11.097  0.0725
S: 10.957 11.602 9.701  0.2066
N: 11.092 10.884 12.302  0.0113
N: 10.739 12.268 12.449  0.1937
C: 10.549 12.670 13.645  0.1850
C: 9.857 14.066 13.818  0.1298
C: 9.601 14.640 15.017  0.0332
C: 9.061 15.892 15.006  0.0974
C: 8.701 16.558 13.790  0.0991
C: 9.002 15.829 12.606  0.0269
N: 9.569 14.582 12.616  0.1694
H: 11.759 7.580 8.908  0.0001
H: 12.170 9.267 8.547  0.0033
H: 10.489 8.971 8.800  0.0010
H: 10.653 12.247 14.652  0.0144
H: 9.980 14.180 15.996  -0.0013
H: 8.962 16.486 15.932  0.0039
H: 8.155 17.525 13.789  0.0061
H: 8.816 16.482 11.765  0.0008
C: 9.417 13.964 5.868  -0.0001
C: 10.483 13.489 6.855  -0.0002
C: 11.378 12.364 6.302  0.0013
C: 11.170 14.749 7.360  -0.0005
C: 12.145 15.323 6.567  0.0015
C: 12.770 16.474 6.938  -0.0003
C: 12.503 17.126 8.094  0.0016
C: 11.585 16.627 8.952  0.0097
C: 11.259 17.391 10.131  0.0033
C: 12.511 18.035 10.800  0.0035
C: 10.168 18.327 9.758  0.0005
C: 10.839 15.450 8.554  0.0109
N: 9.852 14.947 9.444  0.0029
C: 8.620 15.093 9.083  0.0019
C: 7.496 14.392 9.616  0.0052
C: 6.302 14.135 8.884  0.0011
C: 5.684 13.103 9.618  0.0056
C: 6.566 12.651 10.547  0.0090
N: 7.740 13.407 10.539  0.0993
C: 6.242 11.627 11.692  0.0001
C: 5.471 12.360 12.932  0.0001
C: 5.372 10.481 11.104  0.0000
C: 7.593 11.105 12.288  0.0007
H: 8.752 13.172 5.512  0.0000
H: 9.992 14.398 5.015  0.0000
H: 8.827 14.792 6.257  0.0000
H: 10.010 13.021 7.769  0.0004
H: 12.065 12.628 5.467  0.0001
H: 10.874 11.460 6.045  0.0000
H: 12.043 12.209 7.128  0.0017
H: 12.438 14.854 5.638  0.0001
H: 13.619 16.909 6.442  -0.0001
H: 13.131 17.980 8.362  0.0001
H: 10.955 16.648 10.810  0.0023
H: 12.705 19.094 10.588  0.0001
H: 13.352 17.383 10.512  0.0033
H: 12.383 17.855 11.854  0.0007
H: 10.471 18.946 8.909  0.0003
H: 9.958 19.036 10.623  0.0001
H: 9.211 17.845 9.446  0.0001
H: 8.867 15.906 8.373  0.0000
H: 5.955 14.932 8.177  0.0002
H: 4.726 12.766 9.360  0.0010
H: 4.432 12.624 12.833  0.0000
H: 6.003 13.284 13.166  0.0000
H: 5.598 11.738 13.819  0.0000
H: 4.394 10.794 10.710  0.0000
H: 5.412 9.644 11.793  0.0000
H: 5.982 10.195 10.229  0.0000
H: 8.063 11.958 12.697  0.0015
H: 8.399 10.685 11.659  0.0003
H: 7.319 10.399 13.067  0.0001
Se: 16.704 10.094 9.185  0.1807
Sb: 14.750 10.794 10.464  0.1890
Se: 14.992 13.493 10.464  0.5200
Se: 13.017 14.337 11.250  0.6937
Se: 14.871 10.658 12.914  0.6002

* Kohn-Sham gap (alpha / beta): 5.53 / 4.67 eV
* total charge: -1
* 2S+1: 6
* HOMO (alpha / beta): -3.275 / -4.581 eV
* ⟨S²⟩: 8.801
* ΔE to the lowest compared entry with this formula, charge and spin: 53.9 kcal/mol

(3)
Here is a molecular structure, C29H37MnN5S from OMol25. Energies are from ωB97M-V with the def2-TZVPD basis set.

Each line ends with the Löwdin spin population.
Atoms and positions in Å:
Mn: -0.230 -0.218 0.011  2.5945
N: -0.666 -1.908 0.884  0.0085
N: -0.080 -2.748 -1.726  0.0182
C: 0.895 1.495 -0.389  0.0097
C: 1.743 0.357 -0.060  0.0234
C: 1.410 -0.046 1.293  0.0338
C: 2.124 -1.067 2.114  0.0069
H: 2.607 -1.813 1.472  0.0008
H: 1.431 -1.598 2.783  0.0000
H: 2.901 -0.618 2.754  0.0025
C: 0.454 0.894 1.810  0.0015
C: 0.137 1.086 3.256  0.0033
H: 0.929 1.686 3.741  -0.0007
H: 0.093 0.132 3.800  0.0006
H: -0.807 1.627 3.413  0.0037
C: 0.127 1.821 0.781  0.0671
C: -0.639 3.084 0.965  0.0248
H: -1.282 3.060 1.856  0.0067
H: -1.264 3.311 0.090  0.0060
H: 0.054 3.934 1.095  0.0055
C: 2.866 -0.210 -0.853  0.0075
H: 3.764 -0.343 -0.227  0.0007
H: 3.126 0.442 -1.695  0.0006
H: 2.621 -1.201 -1.261  0.0015
C: 0.965 2.391 -1.570  0.0028
H: -0.036 2.533 -2.002  0.0007
H: 1.597 1.967 -2.355  0.0001
H: 1.356 3.390 -1.314  0.0009
C: -1.387 -1.673 2.022  0.0040
H: -1.436 -0.619 2.331  0.0025
C: -2.136 -2.642 2.681  0.0168
H: -2.797 -2.310 3.481  0.0103
C: -2.041 -3.986 2.291  0.0027
H: -2.645 -4.754 2.774  0.0001
C: -1.143 -4.300 1.294  0.0074
H: -0.943 -5.319 0.951  0.0003
C: -0.523 -3.255 0.534  0.0064
C: 0.024 -3.644 -0.692  0.0282
H: 0.142 -4.680 -0.978  0.0024
C: -0.226 -1.339 -1.633  -0.0187
C: -0.091 -3.192 -3.046  0.0004
H: 0.090 -4.217 -3.294  -0.0001
C: -0.371 -2.132 -3.797  0.0122
H: -0.486 -2.036 -4.857  0.0011
N: -0.399 -1.005 -2.974  0.0033
C: -0.335 0.268 -3.654  0.0008
C: 0.828 0.538 -4.413  0.0003
C: 0.861 1.671 -5.230  0.0004
H: 1.781 1.907 -5.767  0.0000
C: -0.266 2.478 -5.399  0.0004
C: -0.244 3.650 -6.340  0.0010
H: -0.287 4.605 -5.801  0.0008
H: -1.107 3.622 -7.019  0.0002
H: 0.667 3.647 -6.948  0.0000
C: -1.421 2.164 -4.684  0.0060
H: -2.293 2.816 -4.779  0.0057
C: -1.512 0.999 -3.905  0.0010
C: -2.842 0.507 -3.430  0.0144
H: -3.171 -0.402 -3.961  0.0010
H: -3.614 1.276 -3.580  0.0133
H: -2.801 0.277 -2.352  0.0019
C: 2.016 -0.367 -4.371  0.0005
H: 1.828 -1.344 -4.836  0.0002
H: 2.374 -0.535 -3.348  0.0002
H: 2.834 0.099 -4.931  0.0000
N: -4.025 2.396 0.145  0.1056
C: -3.411 1.408 0.810  0.1330
N: -3.628 1.299 2.133  0.0880
S: -2.454 0.275 -0.080  0.3550
H: -4.672 3.035 0.603  0.1457
H: -3.856 2.495 -0.849  0.0471
H: -3.275 0.496 2.638  0.0272
H: -4.391 1.810 2.564  0.1387

* Kohn-Sham gap (alpha / beta): 2.43 / 5.71 eV
* total charge: -1
* 2S+1: 5
* HOMO (alpha / beta): 0.109 / -3.185 eV
* ⟨S²⟩: 6.042
* ΔE to the lowest compared entry with this formula, charge and spin: 0.0 kcal/mol

Taking the records one at a time from the top gives max |F| values of 1.8, 7.6, 3.0 eV Å⁻¹.